# 1
{"formula": "C96H142N24O29", "method": "ωB97M-V with the def2-TZVPD basis set", "elements": ["C", "N", "C", "C", "C", "C", "C", "C", "C", "C", "N", "C", "C", "C", "H", "H", "H", "H", "H", "H", "H", "H", "H", "H", "H", "H", "H", "H", "C", "N", "C", "C", "C", "C", "C", "C", "C", "C", "N", "C", "C", "C", "H", "H", "H", "H", "H", "H", "H", "H", "H", "H", "H", "H", "H", "H", "C", "N", "C", "C", "C", "C", "C", "C", "C", "C", "N", "C", "C", "C", "H", "H", "H", "H", "H", "H", "H", "H", "H", "H", "H", "H", "H", "H", "C", "N", "C", "C", "C", "C", "C", "C", "C", "C", "N", "C", "C", "C", "H", "H", "H", "H", "H", "H", "H", "H", "H", "H", "H", "H", "H", "H", "C", "N", "C", "C", "C", "C", "C", "C", "C", "C", "N", "C", "C", "C", "H", "H", "H", "H", "H", "H", "H", "H", "H", "H", "H", "H", "H", "H", "C", "N", "C", "C", "C", "C", "C", "C", "C", "C", "N", "C", "C", "C", "H", "H", "H", "H", "H", "H", "H", "H", "H", "H", "H", "H", "H", "H", "C", "C", "C", "N", "C", "C", "C", "C", "C", "H", "H", "H", "H", "H", "H", "H", "H", "H", "H", "H", "H", "H", "H", "H", "H", "H", "H", "C", "C", "N", "C", "C", "C", "C", "C", "O", "C", "H", "H", "H", "H", "H", "H", "H", "H", "H", "H", "H", "H", "H", "H", "H", "H", "H", "H", "H", "H", "C", "C", "N", "C", "C", "C", "C", "C", "O", "C", "H", "H", "H", "H", "H", "H", "H", "H", "H", "H", "H", "H", "H", "H", "H", "H", "H", "H", "H", "H", "N", "O", "O", "O", "N", "O", "O", "O", "N", "O", "O", "O", "N", "O", "O", "O", "N", "O", "O", "O", "N", "O", "O", "O", "N", "O", "O", "O", "N", "O", "O", "O", "N", "O", "O", "O"], "coordinates": [[-1.768, -0.746, -6.022], [-0.674, -0.049, -6.610], [-0.660, 1.301, -6.557], [0.291, 1.987, -7.284], [1.235, 1.356, -8.110], [1.289, -0.050, -7.955], [0.349, -0.724, -7.257], [2.087, 2.138, -8.977], [3.235, 1.539, -9.434], [4.081, 2.292, -10.189], [3.823, 3.562, -10.527], [2.662, 4.095, -10.082], [1.747, 3.386, -9.372], [4.782, 4.349, -11.314], [-2.540, -0.003, -5.870], [-1.437, -1.167, -5.075], [-2.154, -1.495, -6.712], [-1.454, 1.780, -5.936], [0.306, 3.074, -7.145], [2.101, -0.658, -8.399], [0.287, -1.771, -7.097], [3.664, 0.626, -9.005], [5.086, 1.833, -10.342], [2.544, 5.130, -10.259], [0.904, 3.954, -9.027], [5.757, 3.901, -11.444], [4.979, 5.348, -10.909], [4.393, 4.533, -12.346], [-4.615, 13.098, -3.140], [-3.850, 11.910, -2.739], [-3.249, 11.888, -1.569], [-2.551, 10.796, -1.140], [-2.442, 9.659, -1.985], [-2.917, 9.815, -3.281], [-3.755, 10.847, -3.552], [-1.792, 8.312, -1.630], [-2.364, 7.179, -2.189], [-1.818, 5.951, -1.932], [-0.619, 5.834, -1.274], [-0.104, 6.889, -0.705], [-0.600, 8.165, -0.927], [0.085, 4.493, -1.077], [-4.727, 13.744, -2.264], [-5.646, 12.881, -3.514], [-4.047, 13.537, -3.976], [-3.465, 12.751, -0.912], [-2.240, 10.727, -0.097], [-2.879, 8.992, -4.004], [-4.375, 10.859, -4.458], [-3.302, 7.174, -2.742], [-2.292, 5.021, -2.310], [0.814, 6.679, -0.156], [-0.132, 9.003, -0.389], [-0.098, 4.178, -0.043], [1.119, 4.480, -1.326], [-0.358, 3.876, -1.854], [15.354, -0.738, -6.305], [13.951, -1.230, -6.228], [13.058, -0.633, -7.005], [11.769, -1.167, -7.046], [11.485, -2.371, -6.386], [12.409, -2.794, -5.438], [13.584, -2.169, -5.346], [10.126, -3.075, -6.608], [9.171, -2.561, -7.464], [8.039, -3.278, -7.640], [7.842, -4.490, -7.113], [8.685, -4.931, -6.177], [9.837, -4.301, -5.904], [6.636, -5.233, -7.560], [15.961, -1.252, -5.606], [15.331, 0.295, -5.914], [15.827, -0.934, -7.271], [13.414, 0.132, -7.685], [11.039, -0.769, -7.770], [12.148, -3.640, -4.816], [14.398, -2.526, -4.741], [9.153, -1.622, -8.026], [7.283, -2.992, -8.346], [8.339, -5.794, -5.714], [10.507, -4.760, -5.167], [6.498, -6.149, -6.971], [6.814, -5.424, -8.589], [5.724, -4.550, -7.485], [0.158, -9.852, -3.262], [1.093, -9.117, -2.411], [2.144, -9.757, -1.938], [3.092, -9.179, -1.161], [3.013, -7.776, -0.967], [1.884, -7.086, -1.430], [0.921, -7.799, -2.187], [4.019, -7.025, -0.225], [4.653, -5.890, -0.748], [5.460, -5.125, 0.070], [5.717, -5.498, 1.329], [5.115, -6.568, 1.852], [4.263, -7.345, 1.144], [6.625, -4.637, 2.116], [0.503, -10.061, -4.251], [-0.787, -9.259, -3.266], [-0.026, -10.788, -2.750], [2.142, -10.804, -2.041], [3.873, -9.757, -0.653], [1.701, -6.030, -1.117], [0.050, -7.357, -2.623], [4.484, -5.559, -1.751], [5.823, -4.250, -0.395], [5.287, -6.749, 2.921], [3.752, -8.189, 1.607], [6.086, -4.378, 2.987], [6.808, -3.718, 1.580], [7.508, -5.220, 2.340], [-0.379, -6.346, 4.877], [-1.316, -5.770, 3.892], [-0.947, -5.629, 2.638], [-1.855, -5.189, 1.687], [-3.091, -4.641, 2.091], [-3.368, -4.660, 3.470], [-2.485, -5.302, 4.328], [-4.038, -4.116, 1.115], [-5.378, -4.065, 1.411], [-6.253, -3.560, 0.456], [-5.766, -2.895, -0.646], [-4.488, -2.983, -0.918], [-3.548, -3.599, -0.110], [-6.690, -2.267, -1.606], [-0.497, -5.972, 5.927], [0.660, -6.113, 4.632], [-0.416, -7.447, 4.906], [0.140, -5.811, 2.417], [-1.482, -4.976, 0.701], [-4.351, -4.303, 3.768], [-2.593, -5.300, 5.424], [-5.735, -4.550, 2.264], [-7.335, -3.530, 0.651], [-4.161, -2.516, -1.863], [-2.495, -3.652, -0.484], [-6.089, -2.027, -2.455], [-7.150, -1.328, -1.247], [-7.510, -2.922, -1.876], [5.872, 0.239, -1.129], [4.431, 0.391, -0.775], [3.544, 0.493, -1.844], [2.209, 0.488, -1.636], [1.723, 0.377, -0.305], [2.653, 0.345, 0.740], [3.993, 0.363, 0.498], [0.254, 0.241, -0.051], [-0.639, 0.727, -1.089], [-1.977, 0.720, -0.935], [-2.458, 0.319, 0.272], [-1.710, -0.252, 1.187], [-0.304, -0.397, 1.067], [-3.848, 0.637, 0.552], [6.239, 1.022, -1.786], [6.046, -0.756, -1.513], [6.374, 0.230, -0.139], [3.890, 0.352, -2.834], [1.519, 0.428, -2.518], [2.258, 0.313, 1.804], [4.725, 0.291, 1.219], [-0.302, 1.098, -2.005], [-2.644, 1.233, -1.652], [-2.319, -0.680, 1.957], [0.259, -0.886, 1.838], [-4.119, 0.394, 1.579], [-4.363, 0.016, -0.148], [-3.919, 1.674, 0.336], [-7.260, 6.992, -0.696], [-6.330, 5.950, 0.024], [-7.019, 5.625, 1.330], [-6.215, 4.760, 2.282], [-5.011, 5.453, 2.670], [-5.934, 3.293, 1.699], [-7.261, 2.555, 2.034], [-8.039, 3.440, 3.075], [-7.036, 4.517, 3.530], [-8.342, 6.763, -0.534], [-7.148, 7.045, -1.844], [-7.023, 8.005, -0.295], [-5.335, 6.428, 0.090], [-6.141, 5.047, -0.536], [-7.943, 5.098, 1.150], [-7.325, 6.540, 1.920], [-5.199, 6.362, 3.196], [-4.444, 5.646, 1.785], [-4.340, 4.739, 3.205], [-5.173, 3.043, 2.389], [-5.595, 3.378, 0.650], [-7.028, 1.516, 2.352], [-7.841, 2.444, 1.107], [-8.342, 2.825, 3.921], [-8.968, 3.803, 2.588], [-6.377, 4.073, 4.247], [-7.438, 5.497, 3.845], [3.095, -0.476, 5.940], [3.628, 0.362, 7.076], [4.663, 1.415, 6.712], [5.968, 0.717, 6.358], [4.255, 2.375, 5.612], [2.945, 3.021, 5.763], [4.853, 2.189, 8.014], [5.209, 1.411, 9.291], [4.105, 1.227, 10.053], [4.460, 1.216, 11.433], [2.312, 0.086, 5.430], [2.623, -1.356, 6.277], [3.836, -0.709, 5.167], [4.074, -0.269, 7.824], [2.795, 0.888, 7.529], [5.937, 0.522, 5.286], [6.207, -0.103, 7.073], [6.769, 1.429, 6.484], [4.278, 1.753, 4.710], [5.163, 2.930, 5.520], [2.285, 2.304, 6.176], [2.651, 3.205, 4.748], [2.966, 4.050, 6.235], [3.860, 2.650, 8.247], [5.554, 2.945, 7.662], [5.894, 1.997, 9.872], [5.806, 0.517, 9.029], [5.085, 2.123, 11.650], [4.956, 0.238, 11.581], [3.592, 1.249, 12.135], [-6.940, -0.040, 8.789], [-6.791, -1.230, 7.846], [-8.141, -1.941, 7.481], [-7.820, -3.303, 6.827], [-9.065, -2.145, 8.692], [-8.471, -3.005, 9.704], [-8.803, -1.092, 6.436], [-10.291, -1.248, 6.291], [-10.568, -2.636, 6.026], [-12.003, -2.922, 6.060], [-7.257, -0.416, 9.760], [-7.537, 0.774, 8.386], [-5.920, 0.347, 8.945], [-6.143, -1.970, 8.364], [-6.317, -1.064, 6.930], [-7.101, -3.057, 6.024], [-8.699, -3.890, 6.495], [-7.151, -3.835, 7.546], [-10.031, -2.534, 8.443], [-9.234, -1.104, 9.003], [-7.381, -2.866, 9.888], [-8.647, -4.023, 9.372], [-8.937, -2.891, 10.643], [-8.253, -1.256, 5.508], [-8.679, -0.075, 6.773], [-10.565, -0.569, 5.473], [-10.776, -0.916, 7.176], [-12.501, -2.564, 5.156], [-12.514, -2.460, 6.929], [-12.175, -4.003, 6.110], [6.675, -3.414, -2.776], [5.706, -2.969, -2.137], [6.796, -4.648, -3.016], [7.411, -2.625, -3.385], [-0.882, -5.000, -2.417], [-0.718, -5.585, -1.269], [-0.574, -5.601, -3.440], [-1.372, -3.870, -2.458], [-5.759, 1.481, -1.746], [-4.896, 0.733, -2.212], [-6.946, 1.123, -1.636], [-5.460, 2.610, -1.315], [3.255, 3.120, 1.144], [4.467, 3.241, 1.236], [2.571, 2.835, 2.130], [2.647, 3.255, 0.083], [2.585, -3.802, 2.424], [3.779, -3.514, 2.516], [1.728, -3.143, 2.974], [2.313, -4.846, 1.870], [-1.824, 3.238, -4.514], [-2.773, 2.451, -4.843], [-1.369, 4.091, -5.274], [-1.321, 3.111, -3.347], [4.191, -1.680, -7.166], [4.003, -2.886, -6.997], [4.786, -1.279, -8.223], [3.829, -0.851, -6.327], [-5.110, -1.642, 3.873], [-6.093, -0.880, 3.945], [-4.898, -2.464, 4.800], [-4.378, -1.544, 2.864], [-2.128, 3.949, 1.339], [-2.304, 4.912, 0.663], [-1.105, 3.332, 1.335], [-3.044, 3.474, 2.013]], "total_energy_ev": -196903.336, "max_force_ev_per_a": 4.72, "multiplicity": 1, "charge": 6}


# 2
{"formula": "C4H25NO8", "method": "ωB97M-V with the def2-TZVPD basis set", "elements": ["C", "O", "C", "C", "C", "N", "H", "H", "H", "H", "H", "H", "H", "H", "H", "H", "H", "O", "H", "H", "O", "H", "H", "O", "H", "H", "O", "H", "H", "O", "H", "H", "O", "H", "H", "O", "H", "H"], "coordinates": [[5.922, 12.060, 8.584], [5.528, 10.807, 8.134], [5.259, 10.670, 6.725], [4.672, 9.355, 6.113], [5.767, 8.327, 6.285], [4.275, 9.424, 4.723], [6.733, 12.446, 7.968], [6.247, 12.013, 9.623], [5.147, 12.821, 8.488], [4.498, 11.387, 6.418], [6.124, 10.955, 6.126], [3.902, 8.964, 6.778], [5.416, 7.295, 6.288], [6.444, 8.473, 7.127], [6.436, 8.363, 5.425], [3.665, 10.211, 4.557], [5.065, 9.781, 4.205], [8.887, 9.027, 8.355], [9.035, 8.626, 7.498], [8.981, 9.967, 8.199], [8.296, 4.826, 8.680], [7.837, 5.639, 8.890], [8.172, 4.274, 9.452], [7.715, 6.755, 12.198], [6.875, 6.564, 12.615], [7.534, 6.706, 11.259], [4.671, 8.208, 9.610], [3.941, 8.493, 10.160], [4.885, 8.974, 9.079], [3.600, 6.341, 8.023], [4.081, 6.929, 8.605], [3.752, 5.468, 8.385], [10.801, 7.890, 10.166], [10.640, 7.122, 10.716], [10.053, 7.919, 9.570], [7.254, 7.072, 9.450], [6.346, 7.373, 9.452], [7.771, 7.870, 9.340]], "total_energy_ev": -22423.173, "max_force_ev_per_a": 3.10, "smiles": "COC[C@H](C)N.O.O.O.O.O.O.O", "multiplicity": 1, "charge": 0}


# 3
{"formula": "C26H44BBr2IN3O19P2", "method": "ωB97M-V with the def2-TZVPD basis set", "elements": ["C", "C", "O", "O", "C", "C", "C", "C", "N", "C", "N", "C", "C", "C", "I", "B", "O", "O", "N", "P", "O", "O", "C", "P", "O", "C", "Br", "C", "C", "Br", "H", "H", "H", "H", "H", "H", "H", "H", "H", "H", "H", "H", "H", "H", "H", "H", "H", "H", "H", "H", "H", "H", "H", "H", "H", "H", "H", "H", "C", "C", "O", "C", "O", "O", "H", "H", "H", "H", "C", "C", "O", "C", "O", "O", "H", "H", "H", "H", "C", "C", "O", "C", "O", "O", "H", "H", "H", "H", "C", "C", "O", "C", "O", "O", "H", "H", "H", "H"], "coordinates": [[1.810, -8.134, -2.867], [0.942, -8.057, -4.078], [0.992, -8.802, -4.994], [0.036, -7.010, -4.085], [0.481, -5.893, -4.876], [-0.696, -4.927, -5.008], [-0.386, -3.430, -4.868], [0.393, -3.020, -3.637], [0.775, -1.552, -3.692], [1.303, -1.386, -2.457], [2.445, -0.850, -2.136], [3.341, -0.260, -3.144], [4.120, -1.365, -3.875], [5.557, -0.962, -4.173], [6.716, -1.097, -2.373], [2.992, -0.874, -0.709], [3.319, 0.330, -0.147], [3.226, -2.078, -0.116], [0.454, -1.943, -1.517], [-0.414, -0.905, -0.380], [-0.069, 0.533, -1.037], [0.718, -0.758, 0.803], [-0.276, -3.027, -2.216], [0.359, -4.651, -1.510], [1.797, -4.843, -1.822], [-1.809, -3.008, -2.193], [-2.476, -1.365, -2.984], [-2.479, -3.417, -0.820], [-3.222, -4.733, -1.023], [-3.809, -2.121, -0.249], [2.706, -7.541, -3.051], [2.063, -9.173, -2.677], [1.321, -7.708, -1.995], [0.785, -6.271, -5.853], [1.359, -5.457, -4.391], [-1.119, -5.062, -6.003], [-1.477, -5.236, -4.312], [-1.322, -2.877, -4.931], [0.204, -3.120, -5.735], [1.363, -3.513, -3.607], [1.355, -1.295, -4.481], [4.023, 0.411, -2.630], [2.765, 0.344, -3.846], [3.594, -1.714, -4.766], [4.154, -2.221, -3.196], [5.630, 0.045, -4.571], [6.006, -1.686, -4.844], [2.611, 0.739, 0.356], [4.158, -2.329, -0.194], [0.312, 1.121, -0.371], [0.715, -1.524, 1.393], [0.128, -4.583, -0.126], [-0.478, -5.659, -2.005], [-2.126, -3.785, -2.885], [-1.744, -3.451, -0.024], [-3.534, -5.171, -0.077], [-2.639, -5.472, -1.579], [-4.128, -4.548, -1.600], [5.167, 4.568, -3.186], [5.366, 3.164, -2.644], [5.046, 2.357, -3.788], [5.238, 3.109, -4.908], [5.215, 2.664, -6.007], [5.446, 4.396, -4.581], [5.845, 5.299, -2.755], [4.141, 4.920, -3.076], [6.399, 2.968, -2.356], [4.710, 2.921, -1.811], [-4.815, 1.713, 4.050], [-4.710, 0.327, 4.652], [-5.100, -0.505, 3.548], [-4.879, 0.171, 2.405], [-4.951, -0.307, 1.316], [-4.567, 1.460, 2.657], [-4.083, 2.408, 4.452], [-5.815, 2.137, 4.157], [-3.690, 0.074, 4.941], [-5.370, 0.172, 5.499], [-3.912, 5.560, 5.716], [-5.161, 6.106, 6.376], [-5.806, 4.892, 6.817], [-4.873, 3.938, 6.964], [-5.056, 2.872, 7.464], [-3.689, 4.338, 6.439], [-3.056, 6.217, 5.805], [-4.073, 5.315, 4.663], [-4.958, 6.727, 7.240], [-5.805, 6.646, 5.688], [-0.498, 9.746, 8.312], [-0.657, 8.539, 9.219], [-1.997, 8.121, 8.925], [-2.324, 8.573, 7.699], [-3.307, 8.253, 7.105], [-1.395, 9.432, 7.237], [0.511, 9.877, 7.935], [-0.830, 10.671, 8.783], [0.026, 7.729, 8.962], [-0.557, 8.771, 10.275]], "total_energy_ev": -238487.160, "max_force_ev_per_a": 1.68, "multiplicity": 1, "charge": 1}


# 4
{"formula": "CH3N4S", "method": "ωB97M-V with the def2-TZVPD basis set", "elements": ["C", "N", "N", "N", "N", "S", "H", "H", "H"], "coordinates": [[0.670, 0.564, 0.185], [1.346, -1.702, 0.452], [-0.744, 0.668, 0.566], [0.872, -0.859, -0.167], [-1.528, -0.023, -0.198], [-3.087, -0.001, 0.054], [0.871, 1.220, -0.786], [1.301, 1.165, 0.984], [0.298, -1.031, -1.088]], "total_energy_ev": -17877.848, "max_force_ev_per_a": 5.16, "multiplicity": 1, "charge": -1}


| no. | frontier orbital gap (eV) | lowest unoccupied orbital energy (eV) |
| --- | --- | --- |
| 1 | 4.98 | -10.2546 |
| 2 | 10.43 | 0.0910 |
| 3 | 9.06 | -2.5661 |
| 4 | 6.96 | 4.1877 |